[1]
Here is C31H40AsN3O8PbS3Si2 as an isolated structure from the OMol25 dataset. Energies are from ωB97M-V with the def2-TZVPD basis set.

Calculated values
E_HOMO in hartree: -0.1030
Kohn-Sham gap in eV: 6.7
Energy above the lowest of the compared OMol25 structures with the same formula, charge and spin in eV: 1.0597

```
! RIJCOSX wB97M-V def2-TZVPD def2/J DEFGRID3
* xyz -2 1
Pb -1.854 -0.372 -0.046
O 2.063 -3.942 0.210
C 1.188 -3.241 0.663
O 0.173 -2.762 -0.056
C 1.125 -2.903 2.144
C -0.297 -2.658 2.674
C -0.256 -2.567 4.214
C 0.245 -1.112 4.425
C 0.571 -0.716 2.982
O -0.539 -1.303 2.291
C 1.797 -1.536 2.505
C 2.602 -0.825 1.409
O 3.695 -0.351 1.733
O 2.103 -0.874 0.238
H 1.625 -3.723 2.657
H -1.069 -3.304 2.263
H -1.247 -2.720 4.639
H 0.421 -3.311 4.637
H -0.556 -0.476 4.803
H 1.104 -1.036 5.092
H 0.611 0.350 2.776
H 2.484 -1.670 3.338
S -3.950 -0.156 -1.713
C -4.983 -1.490 -1.273
C -6.193 -1.597 -2.056
N -7.161 -1.667 -2.677
C -4.755 -2.402 -0.294
S -3.380 -2.455 0.770
C -5.724 -3.455 -0.086
N -6.468 -4.315 0.096
C -0.434 5.834 -2.278
C -0.511 4.334 -2.187
C 0.309 3.619 -1.328
C 0.185 2.240 -1.262
N -0.684 1.551 -1.999
C -1.467 2.236 -2.833
C -1.413 3.613 -2.960
H 0.086 6.252 -1.416
H -1.432 6.271 -2.325
H 0.106 6.138 -3.178
H 1.020 4.125 -0.686
H 0.792 1.659 -0.574
H -2.187 1.653 -3.399
H -2.097 4.122 -3.630
C -0.244 -3.697 -4.750
Si -0.218 -4.018 -2.892
C 0.788 -5.555 -2.542
C -1.981 -4.314 -2.346
As 0.420 -2.044 -1.771
Si 2.775 -1.636 -2.099
C 3.029 0.191 -2.443
C 4.282 -2.396 -1.298
C 2.867 -2.369 -3.868
H -1.027 -4.299 -5.219
H 0.712 -3.939 -5.216
H -0.462 -2.646 -4.963
H 0.310 -6.423 -3.007
H 0.855 -5.720 -1.464
H 1.809 -5.465 -2.921
H -2.464 -5.075 -2.966
H -2.566 -3.391 -2.420
H -2.026 -4.634 -1.302
H 3.406 0.690 -1.550
H 2.093 0.677 -2.735
H 3.744 0.311 -3.265
H 4.558 -1.863 -0.388
H 5.103 -2.328 -2.019
H 4.112 -3.445 -1.052
H 2.086 -1.957 -4.517
H 2.754 -3.458 -3.866
H 3.835 -2.128 -4.320
C 1.696 6.468 4.758
C 0.715 5.614 3.996
C 0.327 5.942 2.704
C -0.587 5.157 2.008
C -1.121 4.027 2.606
C -0.745 3.687 3.901
C 0.166 4.474 4.584
S -2.262 2.979 1.711
O -3.308 2.651 2.655
O -2.659 3.748 0.549
O -1.409 1.821 1.367
H 2.136 7.231 4.114
H 2.508 5.865 5.170
H 1.210 6.977 5.595
H 0.748 6.825 2.233
H -0.900 5.403 1.001
H -1.175 2.803 4.356
H 0.465 4.201 5.591
*
```


[2]
Here is C31H40BrFeN3O2 as an isolated structure from the OMol25 dataset. Energies are from ωB97M-V with the def2-TZVPD basis set.

Calculated values
E_HOMO (spin up / spin down) in hartree: -0.3821 / -0.3867
Kohn-Sham gap (spin up / spin down) in eV: 8.3 / 5.8
Energy above the lowest of the compared OMol25 structures with the same formula, charge and spin in eV: 0.0000
<S²>: 8.796

```
! RIJCOSX wB97M-V def2-TZVPD def2/J DEFGRID3
* xyz 1 6
Fe 0.025 0.214 -1.403
C -0.206 -2.759 -1.767
N 1.111 -2.838 -2.380
C 2.026 -3.735 -1.688
C 1.361 -2.437 -3.649
C 2.290 -3.140 -4.454
C 2.461 -2.838 -5.775
C 1.699 -1.816 -6.385
C 0.859 -1.062 -5.629
C 0.735 -1.260 -4.216
N 0.086 -0.406 -3.417
C -0.325 0.887 -3.826
C 0.432 1.757 -4.617
C 0.016 3.059 -4.821
C -1.157 3.516 -4.234
C -1.900 2.683 -3.414
C -1.489 1.374 -3.188
N -2.106 0.521 -2.219
C -2.830 -0.621 -2.805
C -3.009 1.190 -1.276
H -0.495 -3.762 -1.441
H -0.941 -2.406 -2.483
H -0.205 -2.126 -0.878
H 1.835 -3.647 -0.619
H 1.877 -4.777 -1.984
H 3.058 -3.448 -1.874
H 2.817 -3.985 -4.038
H 3.142 -3.431 -6.370
H 1.783 -1.638 -7.448
H 0.268 -0.283 -6.086
H 1.363 1.409 -5.043
H 0.614 3.722 -5.430
H -1.487 4.532 -4.399
H -2.797 3.056 -2.941
H -3.786 -0.283 -3.216
H -3.031 -1.353 -2.024
H -2.256 -1.086 -3.600
H -3.957 1.457 -1.753
H -3.215 0.500 -0.459
H -2.549 2.085 -0.866
C 0.786 4.030 5.006
C -0.179 2.840 5.073
C -1.622 3.359 5.138
C 0.116 2.051 6.349
C -0.035 1.975 3.822
C -0.067 2.563 2.560
C -0.014 1.745 1.457
Br -0.033 2.570 -0.277
C 0.047 0.347 1.487
O -0.014 -0.363 0.347
C 0.153 -0.248 2.754
C 0.087 0.593 3.869
C 0.353 -1.749 3.046
C -0.850 -2.272 3.842
C 1.632 -1.905 3.884
C 0.517 -2.645 1.816
H 0.739 4.598 5.936
H 0.535 4.716 4.196
H 1.814 3.696 4.864
H -1.764 3.976 6.026
H -2.331 2.531 5.181
H -1.861 3.966 4.263
H 0.035 2.714 7.210
H 1.125 1.634 6.342
H -0.595 1.237 6.499
H -0.122 3.634 2.434
H 0.147 0.124 4.838
H -0.997 -1.718 4.768
H -0.698 -3.321 4.102
H -1.766 -2.196 3.254
H 1.561 -1.398 4.845
H 2.495 -1.500 3.354
H 1.817 -2.962 4.082
H -0.391 -2.679 1.219
H 0.737 -3.656 2.164
H 1.340 -2.317 1.180
O 3.031 -0.747 -1.339
C 2.153 -0.049 -1.479
*
```


[3]
Here is C31H40O2 as an isolated structure from the OMol25 dataset. Energies are from ωB97M-V with the def2-TZVPD basis set.

Calculated values
E_HOMO in hartree: -0.3042
Kohn-Sham gap in eV: 6.7
Energy above the lowest of the compared OMol25 structures with the same formula, charge and spin in eV: 20.8269

```
! RIJCOSX wB97M-V def2-TZVPD def2/J DEFGRID3
* xyz 0 1
C 3.388 5.136 -3.567
C 2.485 3.997 -2.918
C 2.764 2.705 -3.225
C 2.186 1.579 -2.726
H 2.926 1.042 -2.259
H 1.629 1.829 -1.947
C 1.659 0.903 -3.901
C 0.545 -0.166 -3.418
C -0.747 -0.105 -3.391
C -1.614 -1.199 -2.677
H -1.181 -2.244 -2.861
H -2.578 -1.213 -3.485
C -2.016 -0.609 -1.159
C -2.851 -1.868 -0.663
C -2.378 -2.386 0.407
C -2.821 -3.571 1.192
H -3.645 -4.036 0.798
H -2.113 -4.297 1.516
C -3.727 -3.015 2.497
C -2.519 -2.126 3.146
C -1.638 -2.465 3.895
C -0.357 -1.840 4.395
C 0.305 -1.077 3.443
C 1.122 -1.707 2.447
C 1.439 -0.755 1.372
O 2.131 -1.446 0.554
C 1.842 0.699 1.805
C 2.375 1.309 0.653
C 2.691 2.746 0.842
C 1.937 3.337 1.957
C 1.071 2.619 2.753
C 1.035 1.370 2.720
C 0.328 0.426 3.705
O -0.141 1.103 4.749
H 0.694 3.159 3.677
H 1.836 4.324 1.877
H 2.978 3.431 0.181
H 3.200 0.683 -0.078
C 1.044 -3.112 2.358
H 1.496 -3.592 3.142
H 1.806 -3.480 1.671
H 0.261 -3.612 2.069
H 0.269 -2.391 5.057
H -0.778 -0.976 5.351
H -1.574 -3.545 3.934
C -2.860 -0.633 3.142
H -2.441 -0.324 2.123
H -2.227 -0.019 3.910
H -3.997 -0.323 3.030
H -4.403 -2.367 2.103
H -3.949 -3.776 3.145
H -1.351 -2.254 0.675
C -4.411 -2.071 -1.051
H -4.804 -2.448 -0.261
H -4.562 -1.180 -1.388
H -4.119 -2.923 -2.014
H -2.582 0.269 -1.354
H -1.017 -0.544 -0.816
H -1.229 0.627 -3.772
C 1.590 -1.694 -2.811
H 1.540 -1.289 -1.718
H 2.460 -1.529 -3.349
H 0.862 -2.348 -3.059
H 0.933 1.674 -4.464
H 2.203 0.574 -4.598
H 3.809 2.622 -3.809
C 1.463 4.521 -2.130
H 0.641 4.807 -2.922
H 1.840 5.335 -1.508
H 1.148 3.361 -1.725
H 4.166 4.699 -4.280
H 2.755 5.766 -4.151
H 3.782 5.906 -2.832
*
```


[4]
Here is C31H41BIrN2O5P as an isolated structure from the OMol25 dataset. Energies are from ωB97M-V with the def2-TZVPD basis set.

Calculated values
E_HOMO in hartree: -0.4769
Kohn-Sham gap in eV: 6.0

```
! RIJCOSX wB97M-V def2-TZVPD def2/J DEFGRID3
* xyz 2 1
Ir -1.479 0.482 0.563
C -3.687 2.267 4.469
N -2.259 1.976 4.617
C -1.656 2.396 5.883
C -1.553 1.494 3.615
O -2.080 1.207 2.513
C -0.057 1.294 3.805
O 0.529 0.862 2.603
C 1.125 -0.405 2.583
C 0.183 -1.479 2.067
O -0.883 -1.199 1.421
N 0.424 -2.742 2.318
C -0.497 -3.799 1.881
C 1.633 -3.194 3.020
H -4.230 1.798 5.286
H -4.045 1.884 3.521
H -3.844 3.345 4.510
H -2.394 2.269 6.671
H -1.365 3.446 5.842
H -0.791 1.790 6.136
H 0.124 0.594 4.626
H 0.397 2.250 4.079
H 1.493 -0.690 3.571
H 1.973 -0.346 1.902
H -1.489 -3.393 1.711
H -0.537 -4.554 2.663
H -0.123 -4.257 0.965
H 2.467 -2.521 2.846
H 1.902 -4.169 2.621
H 1.442 -3.291 4.089
C -0.753 -1.761 -1.926
P -2.090 -0.784 -1.196
C -3.019 -0.047 -2.558
C -2.445 0.879 -3.433
C -3.164 1.336 -4.525
C -4.456 0.883 -4.754
C -5.036 -0.027 -3.883
C -4.325 -0.491 -2.788
C -3.210 -1.961 -0.404
C -4.011 -1.548 0.660
C -4.877 -2.440 1.273
C -4.948 -3.753 0.829
C -4.157 -4.172 -0.233
C -3.291 -3.281 -0.849
H -1.139 -2.398 -2.721
H -0.269 -2.367 -1.160
H -0.024 -1.079 -2.366
H -1.446 1.247 -3.266
H -2.712 2.050 -5.200
H -5.012 1.242 -5.610
H -6.044 -0.378 -4.053
H -4.799 -1.195 -2.117
H -3.986 -0.518 1.007
H -5.505 -2.108 2.090
H -5.628 -4.448 1.303
H -4.221 -5.192 -0.588
H -2.694 -3.620 -1.686
C 6.534 1.163 -1.093
C 5.832 1.781 -2.304
C 6.234 3.260 -2.398
C 6.301 1.039 -3.563
C 4.310 1.693 -2.192
C 3.518 2.134 -3.263
C 2.130 2.107 -3.243
C 1.552 1.611 -2.098
O 0.199 1.444 -1.795
B 0.180 0.925 -0.516
O 1.460 0.743 -0.015
C 2.309 1.180 -1.033
C 3.684 1.207 -1.041
H 7.612 1.195 -1.247
H 6.254 0.116 -0.952
H 6.320 1.713 -0.174
H 7.321 3.352 -2.432
H 5.873 3.820 -1.533
H 5.832 3.728 -3.298
H 7.389 1.081 -3.633
H 5.897 1.481 -4.474
H 6.005 -0.012 -3.534
H 4.004 2.524 -4.147
H 1.542 2.458 -4.080
H 4.248 0.868 -0.184
*
```


[5]
Here is C31H41Cl2N6O5PSeW as an isolated structure from the OMol25 dataset. Energies are from ωB97M-V with the def2-TZVPD basis set.

Calculated values
E_HOMO (spin up / spin down) in hartree: -0.4913 / -0.4966
Kohn-Sham gap (spin up / spin down) in eV: 6.7 / 7.0
Energy above the lowest of the compared OMol25 structures with the same formula, charge and spin in eV: 0.1547

```
! RIJCOSX wB97M-V def2-TZVPD def2/J DEFGRID3
* xyz 2 1
W -0.392 0.122 0.226
Cl -3.452 -1.327 6.730
C -2.489 -1.045 5.338
C -1.142 -1.431 5.346
C -0.348 -1.219 4.240
Cl 1.319 -1.659 4.261
C -0.876 -0.635 3.084
O -0.101 -0.465 2.024
C -2.227 -0.218 3.092
C -2.763 0.534 2.016
O -2.146 0.840 0.964
C -3.024 -0.431 4.234
H -0.719 -1.894 6.228
H -3.769 0.945 2.117
H -4.057 -0.107 4.238
N 6.884 -1.476 -1.136
C 5.775 -1.259 -0.938
C 4.391 -0.988 -0.691
C 3.400 -1.881 -1.091
C 2.082 -1.578 -0.838
N 1.696 -0.451 -0.216
C 2.660 0.407 0.171
C 4.000 0.184 -0.044
H 3.661 -2.804 -1.589
H 1.294 -2.253 -1.138
H 2.320 1.301 0.681
H 4.736 0.902 0.287
Se -1.624 -1.913 -0.254
C -0.513 -3.486 -0.036
C 0.374 -3.606 1.023
C 1.106 -4.782 1.128
N 1.001 -5.790 0.268
C 0.137 -5.667 -0.732
C -0.647 -4.534 -0.931
H 0.508 -2.816 1.747
H 1.810 -4.915 1.942
H 0.063 -6.508 -1.412
H -1.341 -4.481 -1.760
O 0.885 2.106 2.813
H 1.498 1.530 3.287
H 0.502 2.655 3.507
C -0.011 3.704 0.607
O -0.058 2.440 -0.092
H -0.298 4.497 -0.082
H 0.980 3.888 1.010
H -0.735 3.655 1.413
H 0.269 2.552 -0.992
O -0.402 0.617 -1.711
P -1.466 0.767 -2.838
N -2.940 1.163 -2.314
C -3.308 2.549 -1.924
C -4.791 2.447 -1.554
C -5.276 1.217 -2.318
C -4.103 0.262 -2.158
N -0.920 2.043 -3.700
C 0.494 2.416 -3.864
C 0.410 3.862 -4.367
C -0.966 3.965 -5.064
C -1.609 2.584 -4.884
N -1.558 -0.678 -3.584
C -0.341 -1.525 -3.700
C -0.588 -2.359 -4.957
C -1.473 -1.457 -5.815
C -2.419 -0.871 -4.777
H -3.148 3.231 -2.759
H -2.699 2.891 -1.085
H -5.335 3.356 -1.798
H -4.895 2.275 -0.481
H -5.424 1.453 -3.374
H -6.205 0.806 -1.927
H -4.080 -0.544 -2.881
H -4.108 -0.181 -1.157
H 0.973 1.774 -4.612
H 1.051 2.301 -2.935
H 1.237 4.093 -5.036
H 0.465 4.558 -3.530
H -0.879 4.218 -6.119
H -1.577 4.734 -4.594
H -1.408 1.952 -5.756
H -2.686 2.616 -4.730
H -0.227 -2.139 -2.807
H 0.554 -0.906 -3.811
H -1.130 -3.270 -4.699
H 0.340 -2.648 -5.444
H -1.999 -1.992 -6.602
H -0.879 -0.664 -6.277
H -3.215 -1.583 -4.545
H -2.884 0.066 -5.086
*
```


[6]
Here is C31H41Cl3N6OPPdS as an isolated structure from the OMol25 dataset. Energies are from ωB97M-V with the def2-TZVPD basis set.

Calculated values
E_HOMO in hartree: -0.3873
Kohn-Sham gap in eV: 6.9
Energy above the lowest of the compared OMol25 structures with the same formula, charge and spin in eV: 0.1606

```
! RIJCOSX wB97M-V def2-TZVPD def2/J DEFGRID3
* xyz 1 1
Pd 0.088 -0.340 0.191
N -1.663 -1.667 -2.239
C -1.204 -0.410 -2.470
O -0.309 0.113 -1.704
C -1.664 0.318 -3.566
C -2.704 -0.226 -4.359
N -3.578 -0.746 -4.903
C -1.124 1.605 -3.810
N -0.694 2.658 -3.997
H -1.551 -2.059 -1.321
H -2.430 -2.010 -2.797
N 0.668 -2.844 2.375
C 0.448 -1.634 2.907
N 0.330 -0.530 2.207
C -0.029 0.556 3.027
C -0.314 1.849 2.600
C -0.646 2.799 3.549
C -0.694 2.478 4.906
C -0.417 1.194 5.339
C -0.093 0.243 4.381
S 0.254 -1.450 4.620
H 0.749 -2.947 1.378
H 0.846 -3.642 2.959
H -0.265 2.107 1.549
H -0.869 3.808 3.232
H -0.954 3.239 5.629
H -0.460 0.937 6.388
Cl -3.058 2.919 -1.247
C -3.917 1.587 -0.476
Cl -4.837 0.658 -1.656
Cl -4.941 2.155 0.843
C -2.891 0.700 0.095
N -2.078 0.020 0.528
C 3.329 1.320 -4.398
C 3.080 2.312 -3.251
C 2.314 1.663 -2.087
C 2.717 0.184 -1.971
C 2.230 -0.606 -3.207
C 2.207 0.291 -4.455
P 2.278 -0.597 -0.376
C 2.641 -2.404 -0.477
C 1.542 -3.224 -1.171
C 1.714 -4.721 -0.868
C 3.197 -5.121 -0.791
C 4.041 -4.187 -1.648
C 4.027 -2.762 -1.075
C 3.421 0.027 0.926
C 4.907 0.097 0.474
C 5.337 1.532 0.185
C 5.283 2.386 1.458
C 4.127 1.951 2.373
C 2.979 1.359 1.561
H 4.286 0.806 -4.260
H 3.406 1.856 -5.344
H 2.489 3.154 -3.614
H 4.031 2.718 -2.898
H 1.241 1.725 -2.262
H 2.515 2.210 -1.166
H 3.813 0.150 -1.955
H 1.235 -1.016 -3.037
H 2.900 -1.451 -3.383
H 1.250 0.812 -4.524
H 2.290 -0.334 -5.345
H 2.663 -2.696 0.580
H 1.595 -3.056 -2.246
H 0.542 -2.882 -0.882
H 1.208 -5.293 -1.647
H 1.213 -4.986 0.069
H 3.322 -6.156 -1.107
H 3.552 -5.071 0.243
H 3.660 -4.187 -2.673
H 5.072 -4.537 -1.704
H 4.313 -2.059 -1.856
H 4.780 -2.685 -0.290
H 3.335 -0.741 1.705
H 5.101 -0.533 -0.391
H 5.525 -0.307 1.280
H 4.687 1.957 -0.584
H 6.344 1.538 -0.234
H 5.173 3.437 1.187
H 6.227 2.302 1.999
H 3.769 2.795 2.964
H 4.471 1.199 3.089
H 2.665 2.078 0.801
H 2.118 1.185 2.202
*
```


Number 1: maximum force 1.12 eV Å⁻¹, electronic energy -6173.91929 hartree. Number 2: maximum force 1.54 eV Å⁻¹, electronic energy -5357.53366 hartree. Number 3: maximum force 12.88 eV Å⁻¹, electronic energy -1354.93071 hartree. Number 4: maximum force 0.31 eV Å⁻¹, electronic energy -2161.72069 hartree. Number 5: maximum force 0.60 eV Å⁻¹, electronic energy -5640.50411 hartree. Number 6: maximum force 0.32 eV Å⁻¹, electronic energy -3857.49631 hartree.